Arrangement i

An isolated molecule of C5H6Cl2N2OS, computed with the ωB97M-V functional and the def2-TZVPD basis.

Last column: Mulliken charge in e.
Cartesian coordinates (Å):
Cl (2.91624, -2.11808, 0.05953)  -0.005
Cl (-0.02051, 2.78501, 0.45224)  -0.076
S (3.22954, 1.55627, -0.60713)  -0.232
O (0.18873, -2.18278, 0.54367)  -0.517
N (0.28631, 1.16185, 0.89546)  -0.528
N (1.88068, -0.71224, 0.07802)  0.044
C (-1.78017, -0.29614, 0.96186)  -1.820
C (2.19783, 0.49716, -0.08392)  0.265
C (-0.60622, 0.30611, -1.21767)  -1.734
C (0.52542, -1.05999, 0.31857)  0.179
C (-0.41745, 0.12260, 0.27441)  1.752
H (-2.48320, 0.12670, 0.37570)  0.441
H (-1.77282, -0.07068, 1.93989)  0.511
H (-1.42848, 0.99459, -1.40288)  0.493
H (-1.04883, -0.48376, -1.65946)  0.528
H (-1.91545, -1.33452, 0.88013)  0.414
H (0.24837, 0.70790, -1.80841)  0.283

As for the spin multiplicity: 1.


Arrangement ii

An isolated molecule of C5H6Cl2N2OS, computed with the ωB97M-V functional and the def2-TZVPD basis.

Last column: Mulliken charge in e.
Cartesian coordinates (Å):
Cl (1.63367, -1.96805, -0.91699)  -0.162
Cl (4.22921, 0.32228, 0.28233)  -0.172
S (-0.62981, 2.71699, 0.15874)  -0.415
O (-1.23115, -1.50027, -0.07377)  -0.274
N (0.32165, 0.16856, -0.19305)  0.225
N (1.84248, 1.66911, 0.23683)  -0.056
C (1.52526, -0.42390, -0.27958)  0.388
C (-0.79540, -0.47970, -0.86359)  -0.958
C (0.49832, 1.53457, 0.12777)  0.039
C (-2.22735, -1.17314, 0.79440)  -0.649
C (2.54778, 0.49921, -0.06203)  0.020
H (-3.28481, -0.96608, 0.24971)  0.247
H (-2.08899, -0.32812, 1.56723)  0.272
H (2.25433, 2.59485, 0.43174)  0.247
H (-2.54735, -2.05965, 1.39336)  0.278
H (-1.54485, 0.29550, -1.12002)  0.385
H (-0.50301, -0.90217, -1.73306)  0.586

As for the spin multiplicity: 1. Its SMILES is COCn1c(Cl)c(Cl)[nH]c1=S.


What should be chosen as the least stable of them? Choose arrangement i.


Arrangement i

An isolated molecule of C11H13NO, computed with the ωB97M-V functional and the def2-TZVPD basis.

Last column: Mulliken charge in e.
Cartesian coordinates (Å):
O (2.87891, -1.49485, -0.64615)  -0.626
N (1.79389, 0.22735, 0.32175)  0.390
C (0.08899, 1.52395, -1.07575)  -0.643
C (1.26513, 1.52863, -0.11844)  -0.686
C (-2.30425, 1.00903, -0.21523)  -0.744
C (-3.23277, 0.10191, 0.39718)  -0.446
C (-0.69654, -0.75147, -0.39602)  1.176
C (1.87794, -0.86156, -0.45816)  0.299
C (-2.91042, -1.24602, 0.49131)  -0.602
C (-1.63299, -1.65592, 0.12878)  -0.888
C (2.60005, 0.17229, 1.50267)  -1.129
C (-1.02401, 0.62117, -0.47226)  0.627
C (0.54948, -1.40531, -0.91008)  -1.290
H (-2.56934, 2.02199, -0.31652)  0.432
H (0.90293, 2.09316, 0.83491)  0.353
H (-4.24818, 0.54067, 0.71939)  0.260
H (-0.15241, 2.60782, -1.03820)  0.368
H (-1.43542, -2.74065, 0.10724)  0.268
H (-3.67461, -1.87892, 0.90321)  0.388
H (0.40111, -1.65223, -1.95509)  0.494
H (0.38754, 1.15654, -2.09517)  0.301
H (3.40418, 0.94863, 1.48547)  0.340
H (3.17054, -0.83434, 1.40024)  0.337
H (2.01861, 0.14454, 2.45056)  0.293
H (2.06216, 2.17860, -0.52280)  0.310
H (0.47945, -2.35503, -0.52283)  0.421

As for the spin multiplicity: 1. Its SMILES is CN1CCc2ccccc2CC1=O.


Arrangement ii

An isolated molecule of C11H13NO, computed with the ωB97M-V functional and the def2-TZVPD basis.

Last column: Mulliken charge in e.
Cartesian coordinates (Å):
O (0.83482, 1.07186, -0.48870)  -0.342
N (1.04862, -1.26700, -0.01850)  -0.486
C (2.37981, -1.38643, -0.57478)  -0.523
C (-1.71851, 1.17318, -0.08077)  -0.481
C (2.93682, 0.72263, 0.78408)  -0.647
C (3.46590, -0.63261, 0.25279)  -0.669
C (-1.12283, -0.09111, 0.00385)  0.434
C (-3.14303, 1.18314, -0.02664)  -0.410
C (2.15840, 1.53725, -0.17303)  -0.532
C (-3.90712, 0.05330, 0.15204)  -0.397
C (0.37466, -0.18116, -0.08077)  0.497
C (-3.28329, -1.21940, 0.21067)  -0.541
C (-1.90123, -1.25909, 0.10824)  -0.387
H (-3.85667, -2.14666, 0.27547)  0.378
H (4.35469, -0.47988, -0.31662)  0.363
H (3.80771, -1.22617, 1.09762)  0.324
H (2.73309, -2.43056, -0.59182)  0.327
H (3.74509, 1.23864, 1.25299)  0.471
H (-1.26486, 2.13090, -0.29281)  0.360
H (1.98143, 2.50792, 0.31426)  0.244
H (2.36029, -0.95313, -1.60300)  0.286
H (-1.43351, -2.22260, -0.02486)  0.400
H (-3.66378, 2.14675, -0.15638)  0.328
H (-5.01103, 0.14136, 0.17099)  0.328
H (2.29757, 0.47617, 1.65262)  0.285
H (2.49363, 1.71313, -1.19340)  0.391

As for the spin multiplicity: 1. Its SMILES is c1ccc(C2=NCCCCO2)cc1.


What should be chosen as the least stable of them? Choose arrangement ii.


Arrangement i

A cluster of 3 separate species, C3H13NO2S in total, computed with the ωB97M-V functional and the def2-TZVPD basis.

Last column: Mulliken charge in e.
Cartesian coordinates (Å):
S (1.64584, 2.83945, 2.25666)  -0.247
O (-0.52332, 1.88308, -2.76354)  -0.599
O (-1.18502, -3.79507, -1.95673)  -0.675
N (-1.01897, -0.98394, -0.15984)  -0.609
C (0.45154, 0.80391, 0.66363)  -0.299
C (0.96655, 1.10562, 2.09058)  -0.989
C (0.19922, -0.71120, 0.59865)  -0.318
H (-1.19080, -0.24723, -0.82379)  0.203
H (1.04185, -1.28880, 0.21706)  0.256
H (0.10356, 1.02522, 2.74793)  0.438
H (-0.25634, -3.97830, -2.07397)  0.324
H (1.82485, 0.52995, 2.41053)  0.343
H (-1.23464, 1.78043, -3.41252)  0.310
H (-0.45929, 1.37001, 0.47397)  0.290
H (-1.57184, -4.16997, -1.15123)  0.335
H (1.27782, 1.14615, 0.02312)  0.324
H (-1.06826, -1.88468, -0.59587)  0.234
H (0.20198, 2.20995, -3.28117)  0.294
H (0.75109, 3.39593, 3.08936)  0.118
H (0.04417, -1.03051, 1.64715)  0.266

As for the spin multiplicity: 1. Its SMILES is NCCCS.O.O.


Arrangement ii

A cluster of 3 separate species, C3H13NO2S in total, computed with the ωB97M-V functional and the def2-TZVPD basis.

Last column: Mulliken charge in e.
Cartesian coordinates (Å):
S (-2.23274, -1.23612, 1.16729)  -0.287
O (2.31858, 3.20597, -0.32377)  -0.599
O (0.82115, -1.67564, 2.15397)  -0.645
N (-0.36535, -1.98399, -0.96655)  -0.446
C (-0.22930, -0.55614, -1.46861)  -0.839
C (-0.36252, 0.56335, -0.43749)  -0.123
C (-1.53987, 0.47867, 0.56489)  -0.820
H (-1.47934, 1.12935, 1.50579)  0.349
H (-1.04739, -1.53206, 1.63626)  0.206
H (-0.39847, 1.50067, -1.06777)  0.304
H (1.48547, -1.72684, 2.93808)  0.301
H (0.59065, 0.75959, 0.06505)  0.216
H (3.20336, 3.50571, -0.19744)  0.300
H (1.86483, 4.05764, -0.42688)  0.308
H (-1.01660, -0.41446, -2.11193)  0.357
H (1.25801, -1.44669, 1.38931)  0.288
H (0.22829, -2.49886, -1.60952)  0.203
H (-1.27006, -2.38387, -0.84228)  0.185
H (0.66613, -0.35542, -2.01329)  0.443
H (-2.49484, 0.60915, 0.04488)  0.295

As for the spin multiplicity: 1. Its SMILES is NCCCS.O.O.


What should be chosen as the least stable of them? Choose arrangement ii.